{"formula": "C25H45N6OPb", "method": "wB97M-V/def2-TZVPD", "homo_ev": -11.2, "lumo_energy_ev": -4.340, "spin_multiplicity": 1, "e_tot_ha": -1575.87814, "total_charge": 1, "orbital_gap_ev": 6.88, "species": ["Pb", "C", "O", "H", "H", "H", "C", "C", "C", "C", "N", "H", "H", "H", "H", "H", "H", "H", "C", "C", "C", "C", "N", "H", "H", "H", "H", "H", "H", "H", "C", "C", "C", "C", "N", "H", "H", "H", "H", "H", "H", "H", "C", "C", "C", "C", "N", "H", "H", "H", "H", "H", "H", "H", "C", "C", "C", "C", "N", "H", "H", "H", "H", "H", "H", "H", "C", "C", "C", "C", "N", "H", "H", "H", "H", "H", "H", "H"], "positions_angstrom": [[3.949, -1.070, 1.655], [0.521, -1.012, -0.330], [1.763, -0.991, 0.312], [-0.375, -0.981, 0.289], [0.461, -0.312, -1.164], [0.449, -1.994, -0.795], [-2.096, 2.658, -3.819], [-2.294, 1.138, -3.711], [-1.904, 0.273, -4.938], [-0.496, 0.453, -5.358], [0.600, 0.569, -5.689], [-1.259, 3.009, -4.423], [-2.139, 3.202, -2.875], [-2.913, 3.053, -4.421], [-3.317, 0.868, -3.449], [-1.601, 0.791, -2.945], [-2.387, 0.614, -5.854], [-2.134, -0.776, -4.750], [1.863, -6.113, 1.188], [1.310, -5.182, 0.106], [2.399, -4.590, -0.846], [3.516, -3.865, -0.246], [4.364, -3.304, 0.283], [2.518, -6.841, 0.709], [1.007, -6.574, 1.680], [2.378, -5.644, 2.026], [0.733, -4.353, 0.517], [0.574, -5.688, -0.520], [1.917, -3.968, -1.600], [2.878, -5.454, -1.308], [2.032, 2.048, -2.106], [2.819, 1.447, -3.296], [3.281, 0.036, -3.099], [4.202, -0.086, -1.906], [4.848, -0.175, -0.960], [1.065, 1.588, -1.902], [1.812, 3.098, -2.304], [2.601, 2.067, -1.177], [3.710, 2.060, -3.430], [2.315, 1.600, -4.250], [3.786, -0.275, -4.014], [2.495, -0.699, -2.923], [-0.573, 3.807, 3.484], [0.652, 2.932, 3.118], [0.412, 2.115, 1.779], [0.176, 3.059, 0.655], [-0.051, 3.747, -0.257], [-1.455, 3.249, 3.796], [-0.838, 4.441, 2.638], [-0.294, 4.438, 4.328], [0.861, 2.248, 3.941], [1.544, 3.540, 2.971], [-0.422, 1.421, 1.887], [1.302, 1.579, 1.450], [-0.382, -3.042, 3.180], [-0.440, -2.366, 4.542], [-0.107, -0.867, 4.527], [1.163, -0.494, 3.919], [2.151, -0.184, 3.451], [-0.930, -2.550, 2.377], [-0.848, -4.027, 3.166], [0.639, -3.187, 2.828], [0.220, -2.818, 5.282], [-1.475, -2.434, 4.878], [-0.091, -0.457, 5.537], [-0.909, -0.410, 3.948], [-2.796, 1.151, 0.275], [-4.295, 1.512, 0.060], [-4.559, 3.030, 0.150], [-4.007, 3.733, 1.341], [-3.588, 4.249, 2.241], [-2.232, 1.745, -0.445], [-2.538, 0.094, 0.215], [-2.386, 1.341, 1.267], [-4.908, 0.884, 0.707], [-4.563, 1.200, -0.950], [-5.628, 3.227, 0.065], [-4.059, 3.475, -0.710]], "forces_ev_per_angstrom": [[-2.4, 0.2, -2.4], [1.0, -1.3, -0.2], [2.0, 0.4, 1.5], [0.0, 0.6, 0.5], [-0.1, 0.5, 0.2], [-0.3, -0.4, -0.4], [-1.1, 0.2, -1.2], [1.3, -0.1, 0.0], [0.4, 1.2, -0.6], [0.2, -0.5, 0.6], [-0.3, 0.0, 0.1], [0.6, -0.5, 0.4], [0.3, -0.3, 0.1], [-0.4, 0.1, 0.1], [0.1, 0.1, 0.2], [-0.3, -0.2, 0.5], [-0.8, -0.2, 0.1], [0.1, 0.1, -0.2], [-0.6, 0.2, -0.2], [0.5, 1.0, 0.3], [-0.2, -0.8, 0.1], [-1.1, -0.1, 0.3], [0.3, 0.5, 0.4], [-0.1, -0.3, 0.3], [0.1, -0.5, -0.2], [0.3, 0.4, -0.4], [0.1, 0.1, 0.3], [0.3, -0.3, -0.2], [0.3, 0.0, -0.1], [0.0, 0.0, -0.5], [0.0, 0.3, -0.6], [-0.2, 1.6, 0.8], [0.8, -0.8, 0.5], [-0.8, 0.0, -1.0], [-0.2, -0.1, 0.6], [0.1, -0.2, -0.2], [0.0, 0.0, -0.1], [0.2, -0.3, 0.0], [0.2, 0.1, 0.2], [-0.4, -0.5, 0.2], [0.3, -0.2, 0.2], [-0.2, 0.1, 0.1], [0.9, -0.1, -0.1], [-0.9, -0.4, -0.7], [0.6, 1.4, 0.4], [-1.0, 0.5, -1.1], [0.5, -1.1, 1.6], [0.1, -0.2, -0.2], [-0.1, 0.0, 0.2], [-0.1, 0.1, -0.1], [0.1, -0.1, -0.1], [-0.1, 0.1, 0.1], [0.0, 0.1, -0.2], [0.0, -0.4, 0.3], [0.2, -0.5, -0.4], [0.0, 0.1, -0.1], [-0.4, 0.0, -0.3], [-1.4, -0.6, 0.5], [1.6, 0.1, -0.7], [0.1, 0.6, 0.2], [0.1, -0.2, 0.5], [0.1, 0.1, 0.0], [-0.2, -0.4, -0.1], [0.1, 0.0, 0.4], [-0.2, 0.0, 0.0], [0.1, 0.5, 0.0], [-0.3, 0.2, 0.0], [1.0, -0.7, 0.5], [0.4, -0.1, 0.2], [-1.9, -2.6, -3.7], [1.5, 1.8, 3.2], [0.4, -0.2, 0.0], [-0.4, -0.2, -0.8], [-0.5, 0.8, 0.2], [-0.2, 0.4, 0.3], [0.0, 0.1, -0.1], [0.1, 0.1, 0.1], [-0.1, 0.2, -0.1]], "mulliken_charge": [1.44, -0.24, -0.53, -0.12, -0.12, 0.25, -1.27, 0.49, -0.56, 0.22, -0.50, 0.36, 0.23, 0.39, 0.26, -0.28, 0.33, 0.34, -1.27, -0.07, -0.45, 0.50, -0.67, 0.38, 0.39, 0.31, -0.05, 0.41, 0.28, 0.45, -0.67, -0.82, -0.01, 0.25, -0.62, -0.20, 0.49, 0.32, 0.32, 0.40, 0.46, 0.12, -1.23, -0.45, 1.28, -0.13, -0.61, 0.27, 0.34, 0.43, 0.27, 0.37, -0.29, -0.25, -0.80, -0.78, -0.25, 0.41, -0.54, 0.22, 0.45, 0.13, 0.32, 0.33, 0.49, 0.18, -0.60, -0.72, -0.34, 0.21, -0.43, -0.01, 0.37, 0.27, 0.39, 0.27, 0.40, 0.13]}

=====

{"formula": "C56H29BaBrCl2N12O2", "method": "wB97M-V/def2-TZVPD", "homo_ev": [-1.6, -1.6], "lumo_energy_ev": [3.318, 3.322], "spin_multiplicity": 1, "e_tot_ha": -6479.18645, "total_charge": -2, "orbital_gap_ev": [4.95, 4.96], "species": ["Ba", "C", "C", "C", "C", "C", "N", "C", "N", "C", "C", "C", "C", "C", "C", "C", "C", "N", "C", "N", "C", "N", "C", "N", "C", "N", "C", "C", "C", "C", "C", "C", "C", "C", "C", "C", "C", "C", "N", "C", "C", "H", "H", "H", "H", "H", "H", "H", "H", "H", "H", "H", "H", "H", "H", "H", "H", "Br", "C", "C", "C", "C", "C", "C", "N", "N", "C", "C", "C", "C", "O", "C", "N", "C", "C", "C", "C", "H", "H", "H", "H", "H", "H", "H", "H", "H", "Cl", "C", "C", "C", "Cl", "C", "C", "C", "C", "N", "C", "C", "O", "H", "H", "H", "H"], "positions_angstrom": [[-0.202, -0.058, -0.285], [-0.121, -7.193, -0.251], [-0.105, -7.053, -1.643], [-0.265, -5.808, -2.235], [-0.424, -4.708, -1.408], [-0.636, -3.275, -1.672], [-0.710, -2.622, -0.511], [-0.662, -3.498, 0.529], [-0.908, -3.277, 1.805], [-1.371, -2.147, 2.350], [-1.864, -2.096, 3.727], [-1.869, -3.018, 4.767], [-2.460, -2.650, 5.964], [-3.051, -1.388, 6.120], [-3.060, -0.473, 5.080], [-2.454, -0.834, 3.883], [-2.302, -0.157, 2.594], [-2.912, 1.003, 2.316], [-3.049, 1.515, 1.107], [-2.529, 1.048, -0.057], [-3.058, 1.696, -1.101], [-2.901, 1.447, -2.405], [-2.285, 0.393, -2.913], [-1.746, -0.664, -2.269], [-1.308, -1.580, -3.156], [-0.806, -2.782, -2.908], [-1.554, -1.074, -4.524], [-1.297, -1.592, -5.781], [-1.662, -0.831, -6.884], [-2.271, 0.416, -6.728], [-2.533, 0.931, -5.464], [-2.168, 0.170, -4.369], [-3.960, 2.747, -0.601], [-4.739, 3.700, -1.237], [-5.505, 4.548, -0.450], [-5.501, 4.434, 0.944], [-4.729, 3.472, 1.580], [-3.952, 2.634, 0.795], [-1.619, -0.961, 1.755], [-0.440, -4.847, -0.015], [-0.297, -6.093, 0.577], [0.007, -8.177, 0.185], [0.034, -7.931, -2.262], [-0.265, -5.688, -3.311], [-1.419, -3.993, 4.632], [-2.470, -3.346, 6.796], [-3.509, -1.130, 7.068], [-3.524, 0.500, 5.185], [-0.818, -2.557, -5.889], [-1.466, -1.204, -7.883], [-2.534, 0.992, -7.608], [-2.991, 1.902, -5.327], [-4.735, 3.774, -2.317], [-6.116, 5.312, -0.918], [-6.110, 5.110, 1.533], [-4.722, 3.372, 2.658], [-0.319, -6.190, 1.654], [7.447, -7.583, 2.863], [7.581, -5.772, 2.286], [8.363, -4.887, 3.004], [8.467, -3.573, 2.573], [7.778, -3.133, 1.445], [7.003, -4.052, 0.730], [6.902, -5.366, 1.147], [8.036, -1.837, 0.937], [7.143, -1.037, 0.538], [5.771, -1.157, 0.702], [5.101, -1.814, 1.750], [3.737, -1.772, 1.907], [2.894, -1.044, 1.019], [1.652, -0.957, 1.155], [3.575, -0.355, -0.089], [2.775, 0.303, -0.955], [3.320, 0.986, -1.933], [4.711, 1.059, -2.116], [5.534, 0.371, -1.267], [4.977, -0.376, -0.208], [8.890, -5.221, 3.888], [9.090, -2.867, 3.108], [6.460, -3.718, -0.145], [6.294, -6.068, 0.594], [5.679, -2.333, 2.498], [3.261, -2.262, 2.747], [2.634, 1.495, -2.603], [5.113, 1.650, -2.929], [6.610, 0.386, -1.383], [0.312, 3.486, -4.381], [0.584, 3.990, -2.734], [0.887, 5.326, -2.484], [1.119, 5.763, -1.209], [1.502, 7.454, -0.940], [1.057, 4.866, -0.120], [1.303, 5.228, 1.223], [1.233, 4.284, 2.207], [0.910, 2.962, 1.855], [0.673, 2.591, 0.622], [0.738, 3.506, -0.375], [0.480, 3.007, -1.728], [0.217, 1.795, -1.952], [0.941, 6.019, -3.314], [1.547, 6.257, 1.454], [1.419, 4.538, 3.242], [0.847, 2.188, 2.615]], "forces_ev_per_angstrom": [[1.4, 0.5, 0.1], [0.0, 0.0, 0.0], [0.0, 0.0, 0.0], [0.0, 0.0, 0.0], [0.1, 0.0, 0.0], [-0.1, 0.0, 0.1], [-0.5, -0.1, 0.1], [-0.1, 0.0, -0.1], [0.0, -0.1, 0.1], [-0.1, 0.0, 0.0], [0.0, 0.0, 0.0], [0.0, 0.0, 0.0], [0.0, 0.0, 0.0], [0.0, 0.0, 0.0], [0.0, 0.0, 0.0], [0.1, 0.0, 0.0], [-0.1, -0.1, -0.1], [0.0, 0.1, 0.1], [-0.1, -0.1, -0.1], [-0.5, -0.2, -0.1], [-0.1, -0.1, 0.1], [0.0, 0.1, -0.1], [-0.1, -0.1, 0.0], [-0.5, -0.1, -0.1], [-0.1, 0.0, 0.0], [0.0, 0.0, -0.1], [0.0, 0.0, 0.0], [0.0, 0.0, 0.0], [0.0, 0.0, 0.0], [0.0, 0.0, 0.0], [0.0, 0.0, 0.0], [0.0, 0.0, 0.0], [0.0, 0.0, 0.0], [0.0, 0.0, 0.0], [0.0, 0.0, 0.0], [0.0, 0.0, 0.0], [0.0, 0.0, 0.0], [0.0, 0.0, 0.0], [-0.4, -0.2, -0.1], [0.1, 0.0, 0.0], [0.0, 0.0, 0.0], [0.0, 0.0, 0.0], [0.0, 0.0, 0.0], [0.0, 0.0, 0.0], [0.0, 0.0, 0.0], [0.0, 0.0, 0.0], [0.0, 0.0, 0.0], [0.0, 0.0, 0.0], [0.0, 0.0, 0.0], [0.0, 0.0, 0.0], [0.0, 0.0, 0.0], [0.0, 0.0, 0.0], [0.0, 0.0, 0.0], [0.0, 0.0, 0.0], [0.0, 0.0, 0.0], [0.0, 0.0, 0.0], [0.0, 0.0, 0.0], [0.0, 0.0, 0.0], [0.0, 0.0, 0.0], [0.0, 0.0, 0.0], [0.0, 0.1, 0.0], [-0.3, -0.1, 0.0], [0.0, 0.0, 0.0], [0.0, 0.0, 0.0], [-0.1, 0.4, 0.1], [0.1, -0.3, -0.1], [0.2, -0.1, 0.3], [0.1, 0.1, -0.2], [0.0, 0.1, 0.1], [0.0, 0.0, 0.0], [0.8, -0.4, 0.6], [0.1, 0.0, 0.0], [0.0, 0.0, 0.0], [-0.1, 0.0, 0.0], [0.0, 0.0, 0.0], [0.0, 0.0, -0.1], [0.0, 0.0, 0.0], [0.0, 0.0, 0.0], [0.0, 0.0, 0.0], [0.0, 0.0, 0.0], [0.0, 0.0, 0.0], [0.1, -0.1, 0.1], [0.0, 0.0, 0.0], [0.0, 0.0, 0.0], [0.0, 0.0, 0.0], [0.0, 0.0, 0.0], [0.0, 0.0, 0.0], [0.0, 0.0, 0.0], [0.0, 0.0, 0.0], [0.0, 0.0, -0.1], [0.0, 0.0, 0.0], [0.0, -0.1, 0.0], [0.0, 0.0, 0.0], [0.0, 0.0, 0.0], [0.0, 0.0, 0.0], [-0.1, 0.1, 0.0], [0.1, 0.1, 0.0], [0.0, 0.0, -0.2], [0.1, 0.7, -0.4], [0.0, 0.0, 0.0], [0.0, 0.0, 0.0], [0.0, 0.0, 0.0], [0.0, 0.0, 0.0]], "mulliken_charge": [2.85, -0.63, -0.58, -0.08, 0.11, -0.54, -0.05, -0.46, -0.45, -0.28, 0.02, -0.12, -0.57, -0.58, -0.14, 0.32, -0.57, -0.55, -0.46, -0.17, -0.40, -0.50, 0.13, -0.72, 0.14, -0.66, -0.03, 0.01, -0.59, -0.67, -0.06, 0.17, 0.09, -0.02, -0.61, -0.57, -0.09, 0.05, -0.08, 0.08, -0.08, 0.38, 0.37, 0.54, 0.54, 0.39, 0.36, 0.53, 0.53, 0.37, 0.39, 0.55, 0.55, 0.38, 0.37, 0.54, 0.53, -0.23, 0.14, -0.49, -0.34, 0.10, 0.20, -0.61, -0.92, -0.19, -0.09, -0.29, -1.01, -0.37, -0.24, -0.49, 0.61, -0.61, -1.13, -0.37, 1.28, 0.39, 0.37, 0.39, 0.41, 0.39, 0.47, 0.65, 0.40, 0.47, -0.28, 0.91, -0.57, 0.83, -0.33, -0.03, -0.92, -1.01, -0.64, 1.08, -0.58, -0.61, -0.42, 0.44, 0.38, 0.39, 0.48]}